A structure of composition C46H56As3F5NO4RbSSb2 in a non-equilibrium geometry. Source: the Open Molecules 2025 dataset; level of theory: ωB97M-V/def2-TZVPD.

Element x y z (Å)
Rb: 0.130 -0.655 -1.244
C: -3.774 3.306 -0.422
C: -3.162 4.541 0.257
C: -2.492 4.262 1.608
Sb: -1.005 2.613 1.631
C: -0.542 3.195 3.682
C: 0.748 3.626 3.983
C: 1.094 4.005 5.272
C: 0.150 3.958 6.288
C: -1.141 3.536 6.002
C: -1.480 3.161 4.709
C: -2.386 1.041 2.199
C: -3.697 1.261 2.614
C: -4.535 0.198 2.931
C: -4.071 -1.107 2.841
C: -2.766 -1.341 2.434
C: -1.936 -0.276 2.112
Sb: -2.296 2.260 -1.683
C: -3.082 3.319 -3.415
C: -4.420 3.232 -3.791
C: -4.925 4.016 -4.818
C: -4.095 4.910 -5.485
C: -2.759 5.000 -5.128
C: -2.258 4.205 -4.103
C: -3.577 0.543 -1.962
C: -3.782 -0.005 -3.227
C: -4.500 -1.182 -3.382
C: -5.018 -1.837 -2.272
C: -4.817 -1.306 -1.007
C: -4.099 -0.126 -0.857
H: -4.595 3.602 -1.077
H: -4.182 2.620 0.324
H: -3.944 5.298 0.406
H: -2.429 4.999 -0.420
H: -3.255 4.103 2.375
H: -1.928 5.145 1.927
H: 1.493 3.635 3.193
H: 2.107 4.327 5.486
H: 0.417 4.244 7.299
H: -1.885 3.493 6.790
H: -2.487 2.815 4.503
H: -4.091 2.267 2.675
H: -5.556 0.395 3.237
H: -4.725 -1.938 3.077
H: -2.391 -2.354 2.358
H: -0.919 -0.476 1.798
H: -5.074 2.533 -3.281
H: -5.969 3.936 -5.097
H: -4.494 5.534 -6.276
H: -2.105 5.692 -5.647
H: -1.205 4.255 -3.843
H: -3.348 0.481 -4.092
H: -4.639 -1.601 -4.372
H: -5.562 -2.766 -2.393
H: -5.199 -1.814 -0.130
H: -3.941 0.268 0.140
F: -4.707 -6.351 0.387
C: -3.670 -6.004 -0.403
C: -3.098 -4.747 -0.311
F: -3.592 -3.873 0.585
C: -2.040 -4.403 -1.122
F: -1.538 -3.162 -0.995
C: -1.459 -5.275 -2.065
S: -0.124 -4.856 -3.026
C: -2.093 -6.537 -2.131
F: -1.651 -7.452 -3.005
C: -3.154 -6.894 -1.329
F: -3.706 -8.119 -1.433
C: 2.569 2.598 -0.490
As: 3.018 0.772 -1.050
C: 4.262 1.373 -2.468
C: 4.315 0.567 0.443
C: 5.057 -0.765 0.646
C: 6.258 -0.464 1.564
C: 4.181 -1.794 1.376
As: 2.289 -2.065 0.851
C: 2.611 -3.535 -0.470
C: 1.955 -3.351 2.309
C: 5.540 -1.300 -0.718
As: 7.050 -2.577 -0.739
C: 6.116 -4.308 -0.625
C: 7.229 -2.630 -2.701
H: 3.479 3.167 -0.283
H: 1.961 2.542 0.412
H: 1.995 3.088 -1.275
H: 5.042 2.026 -2.069
H: 3.655 1.924 -3.187
H: 4.718 0.530 -2.987
H: 3.726 0.766 1.345
H: 5.050 1.374 0.331
H: 5.926 0.108 2.433
H: 7.017 0.117 1.031
H: 6.722 -1.387 1.918
H: 4.090 -1.483 2.418
H: 4.682 -2.770 1.357
H: 3.373 -4.239 -0.128
H: 2.899 -3.139 -1.447
H: 1.677 -4.082 -0.618
H: 2.720 -4.130 2.321
H: 0.982 -3.821 2.156
H: 1.948 -2.834 3.267
H: 5.909 -0.454 -1.307
H: 4.694 -1.728 -1.265
H: 5.837 -4.536 0.402
H: 6.791 -5.090 -0.977
H: 5.220 -4.306 -1.247
H: 7.604 -1.677 -3.076
H: 6.270 -2.842 -3.176
H: 7.939 -3.409 -2.981
O: 1.230 0.142 -3.440
N: 0.302 0.953 -3.300
O: -0.885 0.548 -3.372
O: 0.534 2.159 -3.074
C: 0.883 -0.020 4.095
C: 1.573 -0.001 2.716
O: 1.005 0.735 1.874
H: -0.057 0.542 4.113
H: 1.572 0.397 4.836
H: 0.694 -1.061 4.377

## Properties
Electronic energy (Ha): -10251.385502
Energy relative to the best compared isomer or geometry (same formula, charge and spin) (eV): 1.228
Gap between HOMO and LUMO (eV): 5.1
Charge: -2


The ion C6H12N3 with charge +1 in a non-equilibrium geometry. Source: the Open Molecules 2025 dataset; level of theory: ωB97M-V/def2-TZVPD.

Element x y z (Å)
C: 0.009 0.791 -1.480
C: 2.033 0.138 -0.482
C: -1.662 -0.609 1.554
C: 0.433 -0.695 1.521
C: -0.607 -0.054 0.589
C: -0.572 1.472 -2.674
N: -0.710 0.552 -0.499
N: 1.346 0.374 -1.536
N: -0.624 -1.141 2.461
H: 2.868 -0.648 -0.382
H: 1.844 0.601 0.457
H: -2.475 0.098 1.862
H: -2.104 -1.514 1.230
H: 0.918 -1.552 1.077
H: 1.116 -0.072 1.898
H: -0.661 2.591 -2.600
H: -1.541 1.080 -2.759
H: -0.035 1.217 -3.493
H: 1.662 0.081 -2.488
H: -0.616 -0.588 3.344
H: -0.623 -2.120 2.399

## Properties
Electronic energy (Ha): -399.663108
Energy relative to the best compared isomer or geometry (same formula, charge and spin) (eV): 5.930
Gap between HOMO and LUMO (alpha / beta) (eV): 7.3 / 6.8
Charge: +1


The molecule C2H7N5 in a non-equilibrium geometry. Source: the Open Molecules 2025 dataset; level of theory: ωB97M-V/def2-TZVPD.

Element x y z (Å)
H: 2.618 0.394 0.418
N: 2.487 -0.422 -0.164
C: 1.287 -0.722 -0.229
N: 0.272 0.132 0.212
N: 0.618 1.463 0.269
C: -1.059 -0.040 0.011
N: -1.478 -1.371 0.142
N: -1.823 0.893 -0.422
H: -2.774 0.507 -0.480
H: 0.921 -1.577 -0.851
H: 0.047 1.834 1.023
H: 0.224 1.862 -0.582
H: -0.675 -1.813 0.679
H: -2.259 -1.500 0.834

## Properties
Electronic energy (Ha): -354.135643
Energy relative to the best compared isomer or geometry (same formula, charge and spin) (eV): 1.517
Gap between HOMO and LUMO (eV): 10.0


A structure of composition C10H10BrF5OPdTe in a non-equilibrium geometry. Source: the Open Molecules 2025 dataset; level of theory: ωB97M-V/def2-TZVPD.

Element x y z (Å)
C: 2.931 0.656 0.023
C: 2.078 -0.047 0.951
C: 1.078 -0.752 0.189
H: 2.179 -0.033 2.037
C: 1.284 -0.471 -1.191
C: 2.470 0.339 -1.314
H: 2.889 0.668 -2.241
H: 3.794 1.250 0.308
H: 0.273 -1.343 0.617
H: 0.668 -0.816 -2.014
Pd: 0.880 1.711 -0.053
Br: -0.067 1.754 2.434
C: -0.323 3.114 -0.987
C: 0.839 2.713 -1.845
C: 2.052 2.969 -1.182
H: 0.743 2.191 -2.785
C: 1.778 3.502 0.141
C: 0.386 3.591 0.288
H: -0.126 4.016 1.125
H: -0.882 3.824 -1.550
H: 3.044 2.715 -1.510
H: 2.498 3.510 0.950
F: -1.837 -0.928 -0.898
Te: -2.813 -0.645 0.804
F: -3.590 -2.331 0.438
F: -4.362 0.081 -0.167
F: -3.844 -0.725 2.477
F: -1.390 -1.722 1.677
O: -1.109 1.989 -0.666

## Properties
Electronic energy (Ha): -3931.214661
2S+1: 5
Energy relative to the best compared isomer or geometry (same formula, charge and spin) (eV): 0.000
Gap between HOMO and LUMO (alpha / beta) (eV): 7.4 / 4.0


Look up the electronic energy of the fourth one.
-3931.214661 Ha


Among the records above, which one has the lowest electronic energy?
C46H56As3F5NO4RbSSb2


Among the records above, which one has the lowest energy relative to the best compared isomer or geometry (same formula, charge and spin)?
C10H10BrF5OPdTe


The lowest energy relative to the best compared isomer or geometry (same formula, charge and spin) belongs to which entry?
C10H10BrF5OPdTe